Entry 1:
The following is a DFT calculation (ωB97M-V with the def2-TZVPD basis set) of 5 unconnected molecules or ions with the total composition CH12N2O5 in a non-equilibrium geometry.

Geometry as XYZ:
```
20
Properties=species:S:1:pos:R:3:forces:R:3
O 1.523537 -1.257532 0.775328 0.13 1.24 -0.12
N 0.910572 1.733996 0.711925 0.58 -1.22 -0.89
H -0.565688 -1.378022 -1.467356 0.02 -0.27 -0.07
O 0.116295 1.625121 -1.455681 0.33 -0.92 0.75
H 0.835616 1.252513 1.626170 -0.28 0.17 0.66
H -0.754958 -0.904188 -3.365052 0.08 0.10 -0.26
C 0.113687 1.023413 -0.249160 -2.18 5.88 0.48
H -0.330414 0.914407 -2.054237 -0.18 -0.69 -0.91
H 1.878445 1.896732 0.452066 0.01 -0.23 -0.33
H 0.948605 -0.851050 1.501308 0.25 -0.31 0.42
H -1.695417 1.751659 0.211147 -0.25 -0.22 -0.37
O -0.360158 -1.998590 -0.626569 -0.78 -0.44 -0.60
N -1.224162 0.854780 0.244305 1.64 -0.43 -0.73
O -0.679324 -0.479783 -2.513038 0.03 0.58 0.64
H -0.014356 -0.237101 3.342040 0.04 0.05 -0.24
O 0.042966 0.027513 2.413685 -0.05 0.31 0.04
H 0.517836 -0.050363 -0.338116 1.43 -1.88 0.70
H -1.043855 -2.676919 -0.602554 0.19 0.12 0.19
H -1.059285 0.449723 1.161210 -0.66 -0.78 1.15
H 0.840052 -1.696310 0.232586 -0.37 -1.05 -0.50
```
Forces are in eV/Å.

The energy relative to the best compared isomer or geometry (same formula, charge and spin) comes out at 834.1 kJ/mol. The value obtained for the LUMO energy is -5.173 eV. Its net charge is 0. For the gap between HOMO and LUMO, the calculation gives 0.1712 Ha.

Atom charges from the Mulliken analysis, given in e for atoms 1 to 2: number 1, O, carries -0.6797; number 2, N, carries -0.3487

=====

Entry 2:
The following is a DFT calculation (ωB97M-V with the def2-TZVPD basis set) of 2 unconnected molecules or ions with the total composition CH6NS in a non-equilibrium geometry.

Geometry as XYZ:
```
9
Properties=species:S:1:pos:R:3:forces:R:3
H -0.400250 -2.291522 -3.268569 0.21 -0.09 -0.18
H -0.794238 1.413833 1.624869 0.08 -0.29 0.13
H 0.069257 0.178745 2.255576 -0.23 -0.51 0.55
H 0.193613 -0.511858 0.063574 -0.33 0.14 0.02
H 1.589576 0.483600 0.264501 -0.02 0.36 -0.34
S -1.347742 -1.891173 -2.421607 -0.20 0.10 0.23
C 0.496676 0.512865 0.301155 0.45 -0.78 0.48
H 0.074407 1.134549 -0.476104 0.12 0.27 -0.07
N 0.118701 0.970962 1.656607 -0.09 0.80 -0.83
```
Forces are in eV/Å.

The energy relative to the best compared isomer or geometry (same formula, charge and spin) comes out at 27.5 kJ/mol. The value obtained for the LUMO energy is 4.100 eV. Its net charge is -1. For the gap between HOMO and LUMO, the calculation gives 0.2404 Ha.

Atom charges from the Mulliken analysis, given in e for atoms 1 to 2: number 1, H, carries -0.0727; number 2, H, carries 0.2246

=====

Entry 3:
The following is a DFT calculation (ωB97M-V with the def2-TZVPD basis set) of 3 unconnected molecules or ions with the total composition C20H31F9N2O9P2S in a non-equilibrium geometry.

Geometry as XYZ:
```
74
Properties=species:S:1:pos:R:3:forces:R:3
O 2.090729 7.718262 -5.917392 0.34 0.01 1.52
O 0.320864 5.838691 -5.683447 0.79 -0.47 1.42
H -1.421975 4.268967 -2.718458 0.00 0.08 0.09
C 5.412408 -5.272697 1.685404 0.42 -0.11 0.70
H -0.162917 5.497493 2.518402 0.15 0.18 0.09
F -0.724905 -0.833073 3.713294 -2.82 -0.19 -0.36
O -2.182130 3.958590 -0.800790 -0.67 -1.84 3.34
H 5.582854 -4.220442 2.140039 -0.32 -1.67 -0.91
C 1.155931 -6.417051 0.900217 -1.75 -0.10 2.20
F -1.555223 -1.424759 0.872326 -1.33 -2.18 2.65
C -2.191378 -5.856473 2.704073 0.25 -0.34 2.82
H 0.649748 6.580418 1.346570 -0.16 -0.12 -0.09
C -2.332571 4.420739 -2.135502 0.13 0.55 -0.28
F -2.005128 0.413898 2.221698 -0.83 -1.55 2.03
C -1.799486 -6.147304 5.344587 2.75 -0.46 -3.40
F -1.059143 -2.966406 2.499051 -3.19 1.92 -1.31
H -4.266953 -5.766913 1.681992 1.89 0.63 -0.15
H -1.760829 -4.127811 0.404558 -1.51 -0.01 0.63
N 1.704035 -6.791328 3.487052 -2.74 1.31 -5.50
H -1.180923 6.458828 -3.772674 0.20 -0.02 -0.16
H 3.520260 -5.074469 2.835869 1.11 -1.53 -0.42
H 1.609234 5.584090 2.447141 -0.08 -0.22 -0.08
C 0.693980 5.616148 1.852761 0.17 0.38 0.32
C 2.075972 -6.720791 2.114816 -0.42 -0.47 0.80
C 3.493099 7.902131 -6.068775 0.38 0.10 -0.15
H -2.609208 5.476119 -2.135886 0.17 -0.08 -0.02
C -3.398249 -2.892904 1.506540 -0.41 -3.02 -1.93
F -3.981561 -0.573513 2.942885 2.38 -1.03 0.72
H -3.440538 -4.251291 -0.318025 0.81 0.40 1.75
C -2.751392 -5.844731 4.141969 3.47 -0.67 -1.97
H -3.142525 3.852361 -2.598005 0.01 -0.16 0.31
C -3.154292 -5.587239 1.436416 1.06 -1.02 0.14
C -2.098593 -2.105629 2.010614 2.02 -0.43 -1.72
O 2.634875 5.383681 -5.732782 1.66 0.50 3.30
H -1.245640 1.662675 -0.378632 0.09 -0.07 -0.17
H 0.299661 1.151713 -1.092556 0.10 0.15 0.10
C 2.397516 4.984231 -7.075009 -0.52 -0.18 -0.26
C -2.864020 -4.200545 0.685621 -0.62 -0.41 -0.45
O 0.737046 4.548246 0.912411 -2.19 -2.13 1.67
F -2.551605 0.380847 4.505187 0.19 -2.06 -1.90
O 0.525659 7.585154 -4.153721 2.99 -0.79 1.53
C -0.486246 1.906132 -1.125203 -0.18 -0.47 -0.19
H 0.121681 6.336979 -2.551573 -0.31 0.12 0.08
P -0.708588 4.288628 0.021221 3.50 4.17 -8.06
H 1.590838 -6.425810 -0.158647 -0.66 0.01 1.88
H -0.869434 7.803833 -2.669782 0.27 0.01 -0.03
H 2.078229 5.825397 -7.693923 -0.11 -0.04 0.10
H 4.061575 7.393646 -5.286665 0.03 0.10 -0.19
H 3.332646 4.588435 -7.478044 0.12 0.10 0.31
H 4.638783 -6.372381 3.551985 -0.66 0.55 -1.77
H 6.419269 -5.820190 1.799535 -1.66 0.64 -0.22
C -0.665109 -6.171152 2.416538 -0.44 0.00 0.79
H -2.144830 -6.178798 6.440328 0.49 0.12 -2.06
O 3.470879 -6.959473 1.817088 -2.58 1.70 1.07
F -4.220464 -3.413025 2.553392 1.53 2.23 -1.92
H 3.803109 7.518488 -7.041866 0.06 -0.09 0.05
H -2.884389 -6.422728 0.679080 -0.38 1.48 1.11
F -2.714574 -1.937229 4.523317 0.41 1.63 -2.32
H 1.648457 4.191229 -7.101569 -0.06 0.21 -0.04
H -0.939013 1.877891 -2.117261 -0.09 0.02 0.05
F -4.173512 -2.155880 0.534515 1.65 -0.91 3.06
P 1.528998 6.476062 -4.997423 -5.27 0.67 -8.04
H -3.861176 -5.634200 4.277948 1.76 -0.30 -0.12
H 0.346410 -6.709548 5.948182 -0.96 0.47 -1.81
H 3.721253 8.967571 -6.039125 -0.18 0.01 0.08
C -0.316441 -6.456882 5.042196 -2.87 0.60 -0.96
O 0.087166 3.191137 -0.907733 -0.17 -0.24 1.63
C 0.302656 -6.480672 3.581160 -1.90 0.29 1.69
H 5.181331 -5.191876 0.570923 0.07 -0.07 1.63
O -0.588131 5.674149 -0.616589 -0.86 -0.36 1.46
S -2.381403 -0.814249 3.339441 1.05 3.97 1.92
C -0.399515 7.001150 -3.241279 -0.34 -0.10 0.30
N -0.236093 -6.161091 1.044425 3.99 -0.88 3.00
C 4.232983 -5.943476 2.555551 0.79 1.50 0.58
```
Forces are in eV/Å.

The energy relative to the best compared isomer or geometry (same formula, charge and spin) comes out at 619.4 kJ/mol. The value obtained for the LUMO energy is -2.765 eV. Its structure (SMILES) is CCOc1cnc2c(CCC(F)(F)C(F)(F)S(F)(F)(F)(F)F)cccc2n1.COP(=O)(OC)OC.COP(=O)(OC)OC. Its net charge is 0. For the gap between HOMO and LUMO, the calculation gives 0.2206 Ha.

Atom charges from the Mulliken analysis, given in e for atoms 1 to 2: number 1, O, carries -0.3563; number 2, O, carries -0.6876

=====

Entry 4:
The following is a DFT calculation (ωB97M-V with the def2-TZVPD basis set) of a molecular structure, C27H25AlBeBr3Cl5F7LiN2O8 in a non-equilibrium geometry.

Geometry as XYZ:
```
80
Properties=species:S:1:pos:R:3:forces:R:3
C -4.554781 5.411624 0.347479 0.43 0.77 -1.00
C -0.485007 -0.794508 5.929372 -0.86 -0.70 -1.54
Br -4.855294 -3.137909 4.846872 1.42 0.70 -2.69
Br -8.763806 -0.744798 0.976694 -0.57 0.69 0.39
Cl 4.728981 -1.255493 -9.749781 -0.41 0.07 0.28
C -7.493251 -0.176926 3.871586 2.35 -5.28 -5.57
N -4.147807 6.137271 -0.752274 -0.49 -1.15 1.56
H -6.849418 -1.962731 0.789069 1.14 -0.93 2.68
C -4.784292 -2.296399 1.758756 2.54 -0.07 1.35
Cl 2.708939 0.697674 -8.994670 0.14 -0.43 0.08
C -1.464439 -2.278889 1.611031 -3.22 0.23 -0.02
C -4.008458 -1.945177 0.319024 2.53 -0.50 2.37
H 9.356865 -1.765872 0.966584 -0.10 0.06 0.15
O 1.169800 -2.288283 2.056789 -3.28 1.40 -3.04
O -1.492138 -0.981143 -2.069021 1.97 -4.19 8.16
H 0.102705 -0.037703 5.217524 -0.09 -2.59 1.05
H -1.834774 -3.906373 4.880469 0.85 2.12 -0.58
C -1.602893 -1.579900 5.339463 1.30 0.38 0.76
C 6.807125 -2.168936 2.780696 0.40 -0.22 0.33
C -1.395266 -2.939067 4.387559 -0.78 2.21 -2.16
F -5.098228 0.515028 2.385205 0.05 -0.01 -0.76
H 5.936627 1.411110 -4.661377 -0.60 -1.34 0.39
H -4.862966 -0.655886 -0.944597 -1.45 -3.05 -0.45
C -2.369739 -1.927312 0.290589 -0.59 -0.54 2.35
H -4.517226 4.792368 -2.295033 0.13 0.05 -0.11
F 4.422606 -1.769360 -1.837195 -3.66 1.74 -3.00
Cl 1.968362 -2.091222 -9.367896 0.32 0.27 0.16
C -3.914091 -2.657051 3.102063 1.82 1.19 -4.51
F 2.304365 -3.498186 -1.944171 -1.25 4.56 -0.68
H -2.850113 4.798703 -1.674035 -0.03 0.03 -0.21
C -6.450138 -2.286086 1.865168 1.50 1.09 -0.86
H 6.869741 -3.244990 2.976195 -0.12 0.00 0.04
O -4.578394 4.189930 0.423534 0.08 0.03 -0.33
H 7.043672 -1.437285 -0.454905 0.06 -0.05 0.10
C -7.001072 -1.088421 2.890210 -3.38 4.82 4.80
C 7.240257 -1.965019 0.481773 0.18 -0.38 -0.57
C 6.104887 -1.890439 1.469754 -0.57 0.31 0.08
C 0.127323 -2.211684 1.225812 -2.87 -0.14 0.74
Li -7.075452 2.238907 4.178800 0.66 -0.42 -0.74
C 3.331957 -1.352586 -2.769963 1.60 -1.99 -0.70
Be 1.894091 -1.105988 3.238125 -0.86 -1.10 -1.11
H 5.686023 -0.877117 1.477990 0.00 -0.04 -0.01
F 3.673127 -1.956483 -4.112070 -1.20 1.95 4.43
C -3.704237 5.430481 -1.935932 0.07 -0.27 0.07
F 0.942446 -2.141153 -3.360133 3.30 0.55 3.95
H -0.271699 -3.080070 4.087616 -2.19 0.24 0.77
Cl 5.275504 2.465940 -2.684355 1.28 2.88 0.45
C 1.950611 -2.064359 -2.247399 -0.56 -2.97 -1.50
O 8.145382 -1.669806 2.649657 -0.49 -0.10 -0.22
F 1.831732 0.726544 -3.151408 4.62 -1.76 0.66
C 3.233580 0.266656 -3.009183 0.36 1.34 0.67
H -3.130025 7.938789 -0.942137 0.08 0.06 -0.11
N 0.054458 -2.098060 -0.296088 1.95 2.04 0.80
O 1.754817 -0.352400 -0.216802 -2.33 -7.26 -4.72
H 5.294761 -2.594091 1.262273 0.05 -0.01 0.02
H -6.880856 -3.343460 2.128765 0.85 2.22 -0.11
Cl 3.581674 -1.308493 -7.076601 -0.08 -0.15 -0.55
C -4.149423 7.585334 -0.762649 -0.42 -0.38 -0.42
H 6.315659 -1.687809 3.630795 0.15 0.01 0.04
H -0.153012 -0.796687 7.054984 -1.74 0.95 -2.04
H -8.154204 0.443805 4.625246 1.26 -2.27 -1.83
C 4.110287 0.679525 -4.334554 -1.96 2.87 -5.85
H -2.702461 -1.204325 5.509517 2.04 -1.76 0.78
H -4.505893 7.986091 0.190075 -0.11 -0.38 0.00
C -1.279262 -1.593761 -0.886899 -2.45 1.98 -3.29
Br -4.014231 10.228105 -0.503571 0.18 1.09 0.15
H -4.871369 6.047580 1.190929 0.05 0.03 -0.15
O -4.781390 -1.655856 -0.898716 1.82 -0.68 3.05
C 8.384987 -1.365116 1.268761 0.36 0.33 0.12
H 8.409481 -0.275024 1.166457 0.05 -0.02 -0.10
H 7.458072 -3.013310 0.245719 -0.02 0.13 -0.02
H -3.414596 6.134502 -2.720692 -0.10 -0.11 0.24
O 5.592156 0.576864 -4.213979 -4.30 0.11 -0.99
F 3.876537 0.990281 -1.849055 -3.22 -3.59 -2.51
C 3.247003 -0.989441 -8.797198 0.04 0.01 -0.18
Al -4.174760 0.808178 -0.725404 1.19 3.19 1.46
H -4.805350 7.932439 -1.566203 0.14 -0.05 0.18
O 3.454209 1.118094 -5.411740 4.65 -2.92 7.64
C 1.310870 -1.423926 -0.880504 0.99 5.13 3.30
C -2.259868 -2.619455 3.003215 -0.58 -0.03 -1.40
```
Forces are in eV/Å.

The value obtained for the LUMO energy is -10.085 eV. Its net charge is +2. For the gap between HOMO and LUMO, the calculation gives 0.0458 Ha.

Atom charges from the Mulliken analysis, given in e for atoms 1 to 2: number 1, C, carries 0.1234; number 2, C, carries -0.6959